ORCA calculation (ωB97M-V with the def2-TZVPD basis set) on 15 unconnected molecules or ions with the total composition C79H181N7O15S8 at a distorted geometry.

```
290
Properties=species:S:1:pos:R:3
C 6.881 -6.242 7.436
S 5.729 -5.597 6.121
O 4.427 -5.137 6.812
C 6.621 -4.050 5.637
H 7.680 -6.785 6.931
H 6.423 -7.017 8.051
H 7.073 -5.428 8.135
H 5.917 -3.429 5.083
H 7.554 -4.136 5.081
H 6.789 -3.435 6.521
C -7.893 -2.709 5.157
S -9.628 -2.043 5.317
O -9.874 -1.591 6.749
C -9.346 -0.447 4.388
H -7.131 -1.996 5.473
H -7.650 -2.975 4.129
H -7.781 -3.576 5.808
H -9.975 0.440 4.463
H -8.946 -0.697 3.405
H -8.430 -0.110 4.874
C 1.978 -1.009 10.042
S 2.387 0.685 9.398
O 2.946 1.464 10.581
C 3.714 0.488 8.213
H 0.963 -1.107 10.427
H 2.731 -1.553 10.613
H 1.945 -1.690 9.192
H 3.997 1.431 7.744
H 3.224 0.052 7.343
H 4.537 -0.109 8.606
C -7.388 -1.351 -2.468
S -6.219 -2.565 -3.205
O -7.169 -3.702 -3.528
C -5.916 -1.648 -4.814
H -6.945 -0.407 -2.148
H -7.953 -1.843 -1.676
H -8.214 -1.174 -3.157
H -5.612 -2.387 -5.556
H -5.132 -0.952 -4.513
H -6.749 -1.040 -5.168
C -1.602 -9.212 4.977
S -2.893 -9.965 6.098
O -4.009 -10.490 5.225
C -3.463 -8.237 6.582
H -2.082 -8.653 4.174
H -1.086 -10.074 4.552
H -0.840 -8.571 5.419
H -4.233 -8.295 7.352
H -3.876 -7.886 5.636
H -2.571 -7.684 6.876
C 5.891 3.663 0.688
S 7.161 2.429 1.218
O 6.439 1.418 2.044
C 7.609 1.584 -0.365
H 5.149 4.058 1.381
H 5.546 3.280 -0.272
H 6.487 4.553 0.486
H 8.064 2.257 -1.092
H 6.664 1.215 -0.764
H 8.211 0.728 -0.058
C -2.890 3.032 11.561
S -4.299 2.722 10.386
O -3.756 2.642 8.936
C -4.632 0.958 10.900
H -2.159 2.227 11.621
H -3.252 3.236 12.569
H -2.215 3.820 11.228
H -3.754 0.318 10.819
H -5.371 0.513 10.233
H -4.977 0.987 11.934
C -4.659 6.630 5.521
S -5.853 6.897 4.072
O -4.917 6.947 2.948
C -6.651 5.204 4.054
H -3.833 5.952 5.309
H -5.248 6.148 6.301
H -4.382 7.619 5.887
H -6.784 4.779 5.050
H -5.785 4.668 3.667
H -7.459 5.105 3.330
C -1.931 -2.098 1.564
C -1.063 -1.405 2.692
C 0.393 -1.672 2.355
C 0.943 -0.730 1.297
C 0.691 0.756 1.699
C -0.761 1.120 2.030
N -1.318 0.031 2.906
O -2.502 0.319 3.542
C -0.719 2.434 2.870
C -1.534 1.345 0.736
C -1.304 -2.190 4.080
H -2.007 -1.460 0.684
H -2.971 -2.149 1.888
H -1.458 -3.056 1.347
H 1.020 -1.643 3.246
H 0.541 -2.699 2.020
H 0.549 -1.050 0.332
H 2.014 -0.840 1.126
H 0.920 1.366 0.825
H 1.493 1.116 2.343
H 0.019 3.169 2.550
H -1.726 2.849 2.847
H -0.401 2.176 3.880
H -2.616 1.212 0.746
H -1.441 2.365 0.362
H -1.160 0.725 -0.079
H -0.928 -3.192 3.876
H -2.285 -2.134 4.552
H -0.651 -1.886 4.898
H -2.190 0.674 4.377
C 4.216 -1.306 -9.571
C 4.146 -2.533 -8.542
C 4.504 -1.945 -7.103
C 3.360 -1.238 -6.405
C 2.113 -2.096 -6.406
C 1.644 -2.861 -7.721
N 2.872 -3.307 -8.437
O 2.478 -3.870 -9.611
C 0.809 -4.049 -7.209
C 0.890 -1.752 -8.458
C 5.206 -3.560 -8.895
H 5.234 -0.914 -9.578
H 3.471 -0.540 -9.353
H 4.017 -1.743 -10.549
H 4.843 -2.738 -6.437
H 5.379 -1.302 -7.193
H 3.100 -0.326 -6.943
H 3.586 -0.931 -5.383
H 1.343 -1.471 -5.952
H 2.243 -2.879 -5.659
H 0.283 -4.512 -8.045
H 1.495 -4.804 -6.824
H 0.048 -3.731 -6.497
H 0.492 -2.109 -9.408
H 0.108 -1.268 -7.874
H 1.543 -0.947 -8.796
H 5.097 -3.900 -9.925
H 5.146 -4.474 -8.303
H 6.191 -3.130 -8.716
H 2.561 -4.804 -9.405
C 6.593 -11.229 0.224
C 5.963 -10.028 -0.421
C 6.587 -8.764 0.273
C 6.153 -7.443 -0.338
C 6.500 -7.378 -1.802
C 6.190 -8.633 -2.591
N 6.432 -9.961 -1.846
O 6.152 -11.130 -2.661
C 4.703 -8.589 -3.160
C 7.083 -8.529 -3.849
C 4.413 -10.024 -0.277
H 6.288 -12.171 -0.233
H 6.346 -11.437 1.265
H 7.682 -11.254 0.193
H 6.403 -8.936 1.333
H 7.672 -8.723 0.181
H 6.648 -6.688 0.273
H 5.072 -7.451 -0.194
H 7.531 -7.053 -1.937
H 5.899 -6.564 -2.208
H 4.249 -9.569 -3.308
H 4.003 -8.025 -2.543
H 4.629 -7.982 -4.063
H 8.086 -8.746 -3.484
H 6.812 -9.319 -4.549
H 7.146 -7.575 -4.374
H 3.926 -10.792 -0.879
H 3.865 -9.102 -0.467
H 4.088 -10.392 0.696
H 7.017 -11.536 -2.756
C -10.235 7.356 -5.445
C -9.261 7.529 -4.204
C -8.267 6.346 -4.266
C -7.042 6.495 -3.266
C -6.278 7.710 -3.592
C -7.231 9.056 -3.600
N -8.549 8.845 -4.222
O -9.314 9.975 -4.308
C -7.487 9.642 -2.189
C -6.254 10.019 -4.317
C -10.049 7.436 -2.899
H -9.755 7.019 -6.363
H -10.849 8.242 -5.607
H -10.890 6.519 -5.199
H -8.750 5.417 -3.962
H -7.928 6.110 -5.274
H -6.346 5.656 -3.271
H -7.499 6.547 -2.278
H -5.766 7.651 -4.552
H -5.687 7.882 -2.692
H -8.512 9.676 -1.820
H -6.946 9.146 -1.383
H -7.069 10.648 -2.155
H -5.326 10.183 -3.770
H -6.111 9.838 -5.382
H -6.836 10.941 -4.322
H -10.993 7.976 -2.967
H -9.601 7.885 -2.013
H -10.048 6.464 -2.404
H -9.215 10.264 -5.218
C 1.404 9.001 9.661
C 2.872 8.446 9.392
C 2.690 7.676 8.062
C 3.999 7.346 7.383
C 4.893 8.599 7.251
C 5.104 9.306 8.592
N 3.825 9.552 9.165
O 3.889 10.355 10.355
C 6.123 8.485 9.426
C 5.714 10.683 8.139
C 3.249 7.535 10.542
H 0.740 8.253 10.096
H 0.923 9.370 8.755
H 1.572 9.809 10.372
H 2.283 6.713 8.370
H 2.073 8.215 7.343
H 3.930 6.854 6.413
H 4.478 6.619 8.039
H 4.562 9.176 6.388
H 5.864 8.273 6.878
H 6.048 7.400 9.359
H 7.166 8.781 9.317
H 5.883 8.817 10.436
H 6.603 10.463 7.548
H 5.030 11.233 7.492
H 5.993 11.355 8.950
H 4.087 6.894 10.264
H 2.457 6.878 10.901
H 3.780 8.029 11.356
H 3.331 11.101 10.124
C 3.321 10.514 -6.547
C 3.844 9.256 -5.773
C 2.657 8.568 -4.999
C 3.065 7.176 -4.437
C 3.515 6.325 -5.587
C 4.588 6.877 -6.527
N 4.409 8.314 -6.826
O 5.523 8.916 -7.461
C 5.996 6.652 -5.840
C 4.563 6.053 -7.794
C 4.868 9.788 -4.759
H 2.738 11.096 -5.833
H 2.583 10.275 -7.313
H 4.155 11.135 -6.872
H 2.209 9.203 -4.234
H 1.864 8.253 -5.677
H 2.294 6.659 -3.866
H 3.873 7.291 -3.715
H 2.639 5.987 -6.141
H 3.959 5.494 -5.039
H 6.888 7.029 -6.339
H 5.948 7.142 -4.867
H 6.214 5.599 -5.663
H 4.736 4.999 -7.574
H 3.669 6.052 -8.417
H 5.318 6.483 -8.453
H 4.604 10.739 -4.296
H 5.846 9.855 -5.234
H 5.097 9.081 -3.962
H 5.119 9.071 -8.318
C -3.837 -11.120 -2.788
C -3.866 -10.143 -3.966
C -2.726 -10.255 -4.960
C -2.926 -11.506 -5.843
C -4.249 -11.261 -6.749
C -5.506 -11.010 -5.824
N -5.162 -10.070 -4.757
O -6.156 -9.643 -3.997
C -6.629 -10.495 -6.807
C -5.973 -12.342 -5.239
C -3.611 -8.730 -3.334
H -4.853 -11.245 -2.415
H -3.336 -10.754 -1.892
H -3.491 -12.121 -3.046
H -2.630 -9.342 -5.548
H -1.782 -10.393 -4.434
H -3.106 -12.434 -5.301
H -2.002 -11.752 -6.366
H -4.317 -12.107 -7.434
H -3.987 -10.492 -7.476
H -6.213 -9.606 -7.281
H -6.927 -11.250 -7.535
H -7.527 -10.165 -6.284
H -6.720 -12.192 -4.460
H -6.450 -13.130 -5.821
H -5.095 -12.788 -4.770
H -4.242 -8.576 -2.459
H -3.887 -7.951 -4.044
H -2.630 -8.523 -2.908
H -6.163 -8.705 -4.202
```

The net charge is 0. For the LUMO energy, the calculation gives -0.06 eV. The largest force on an atom comes out at 4.851 eV/A. As for the spin multiplicity: 1.